No. 1
Density functional theory data (ωB97M-V with the def2-TZVPD basis set) for a cluster of 2 separate species, C15H13BrCl2FNO2 in total in a non-equilibrium geometry.

ORCA input file:
```
! wB97M-V def2-TZVPD RIJCOSX def2/J DEFGRID3
* xyz 0 1
C 4.190 1.828 -0.079
C 3.280 0.808 0.542
O 2.416 0.352 -0.579
C 1.632 -0.679 -0.307
C 0.529 -0.855 -1.342
C -0.131 -2.200 -1.454
C -0.499 -2.904 -0.305
C -1.327 -4.016 -0.462
C -1.806 -4.323 -1.739
Br -2.855 -5.892 -1.956
C -1.516 -3.533 -2.852
C -0.723 -2.421 -2.696
O 1.705 -1.348 0.700
H 4.682 2.419 0.695
H 4.953 1.316 -0.668
H 3.623 2.489 -0.734
H 3.811 -0.053 0.968
H 2.617 1.243 1.300
H 0.892 -0.478 -2.295
H -0.158 -2.533 0.665
H -1.537 -4.618 0.412
H -1.885 -3.802 -3.839
H -0.568 -1.659 -3.475
Cl 0.813 3.483 0.418
C -0.672 3.121 1.196
N -1.203 1.982 0.834
F -0.564 -0.098 -0.975
C -2.320 1.566 1.376
Cl -2.914 0.031 0.916
C -3.014 2.333 2.323
C -2.488 3.561 2.717
C -1.274 3.944 2.155
H -3.928 1.909 2.692
H -3.020 4.181 3.430
H -0.740 4.847 2.418
*
```

Calculated total energy, eV: -119155.5810
SMILES: CCOC(=O)[C@H](F)c1ccc(Br)cc1.Clc1cccc(Cl)n1
Max |F|, eV/Å: 1.6
HOMO, eV: -8.90
Kohn-Sham gap, eV: 9.56

Results of the Löwdin charge analysis, in e, for atoms 1 through 2: number 1, C, carries -0.08; number 2, C, carries -0.20

---

No. 2
Density functional theory data (ωB97M-V with the def2-TZVPD basis set) for a structure of composition C15H13Cl3GeN3O9W.

ORCA input file:
```
! wB97M-V def2-TZVPD RIJCOSX def2/J DEFGRID3
* xyz 2 2
W 0.134 -0.060 -0.311
O -3.599 -0.395 1.327
C -2.449 -0.153 1.195
O -1.676 -0.663 0.193
C -1.625 0.743 2.066
C -2.045 1.438 3.183
C -1.137 2.297 3.796
C 0.141 2.460 3.266
C 0.473 1.727 2.145
N -0.388 0.874 1.601
C 1.738 1.819 1.353
O 2.631 2.568 1.537
O 1.721 0.880 0.352
H -3.058 1.313 3.541
H -1.433 2.858 4.673
H 0.863 3.145 3.691
N 0.850 -1.498 1.274
C 0.843 -3.001 1.240
C -0.411 -3.562 0.616
C -0.357 -3.425 -0.891
N -0.397 -2.006 -1.378
H 1.816 -1.211 1.451
H 0.329 -1.238 2.109
H 0.964 -3.338 2.269
H 1.725 -3.321 0.685
H -1.312 -3.111 1.035
H -0.459 -4.626 0.849
H -1.186 -3.947 -1.367
H 0.568 -3.863 -1.262
H -1.378 -1.790 -1.550
H 0.062 -1.994 -2.289
O -0.605 4.286 -4.827
C -0.525 3.497 -3.998
C -0.813 3.648 -2.345
O -1.175 4.656 -1.883
C -0.500 2.309 -1.854
C -0.136 1.403 -2.788
O 0.128 0.204 -2.313
C -0.060 1.839 -4.161
O 0.207 1.397 -5.205
O -0.534 1.881 -0.633
Cl 3.882 -1.476 0.164
Ge 2.502 -0.889 -1.359
Cl 2.428 -2.473 -2.791
Cl 3.250 0.801 -2.406
*
```

Calculated total energy, eV: -134560.9579
Max |F|, eV/Å: 0.3
HOMO (alpha / beta), eV: -16.00 / -16.00
ΔE to the lowest compared entry with this formula, charge and spin, kJ/mol: 2.8
Expectation value of S²: 0.76
Kohn-Sham gap (alpha / beta), eV: 7.56 / 5.93

Results of the Löwdin charge analysis, in e, for atoms 1 through 2: number 1, W, carries 1.82; number 2, O, carries 0.22

---

No. 3
Density functional theory data (ωB97M-V with the def2-TZVPD basis set) for a structure of composition C15H13ClN2O2SV in a non-equilibrium geometry.

ORCA input file:
```
! wB97M-V def2-TZVPD RIJCOSX def2/J DEFGRID3
* xyz 2 2
Cl -0.770 -0.974 -2.494
C -2.407 2.222 -0.683
C -1.912 1.939 0.649
C -2.157 0.564 0.929
H -1.505 2.664 1.359
C -2.778 -0.031 -0.220
C -2.914 1.005 -1.218
H -3.436 0.867 -2.164
H -2.542 3.194 -1.153
H -1.936 0.024 1.834
C -3.229 -1.443 -0.355
V -0.762 0.851 -0.738
C 0.240 2.461 -0.501
C -0.422 1.210 -2.695
O 0.807 3.505 -0.471
O 0.116 1.504 -3.711
H -2.608 -2.084 0.270
H -3.098 -1.774 -1.394
H -4.254 -1.635 -0.052
N 2.630 1.425 -1.875
C 2.478 0.423 -0.953
N 1.359 0.095 -0.323
C 1.600 -0.819 0.715
C 0.686 -1.294 1.659
C 1.128 -2.085 2.721
C 2.480 -2.431 2.821
C 3.400 -1.970 1.877
C 2.962 -1.163 0.833
S 3.938 -0.366 -0.406
H 3.598 1.462 -2.206
H 1.980 1.462 -2.697
H -0.377 -1.063 1.604
H 0.427 -2.451 3.484
H 2.806 -3.079 3.643
H 4.471 -2.217 1.911
*
```

Calculated total energy, eV: -71869.4514
Max |F|, eV/Å: 9.5
HOMO (alpha / beta), eV: -15.08 / -15.07
Expectation value of S²: 0.77
Kohn-Sham gap (alpha / beta), eV: 4.85 / 5.08

Results of the Löwdin charge analysis, in e, for atoms 1 through 2: number 1, Cl, carries 0.49; number 2, C, carries -0.08

---

No. 4
Density functional theory data (ωB97M-V with the def2-TZVPD basis set) for a cluster of 4 separate species, C15H13F7N5O3 in total in a non-equilibrium geometry.

ORCA input file:
```
! wB97M-V def2-TZVPD RIJCOSX def2/J DEFGRID3
* xyz 1 1
O 0.956 -0.849 -1.880
C -0.013 -1.803 -1.834
O -0.972 -1.758 -2.988
C -0.061 -2.924 -0.637
F 1.149 -2.772 0.207
F 0.085 -4.263 -1.322
C -1.477 -2.995 0.188
F -1.568 -4.213 1.044
F -2.551 -3.157 -0.861
C -1.849 -1.647 1.043
F -3.141 -1.960 1.763
F -2.205 -0.509 0.121
C -0.777 -1.244 2.213
O -0.934 -1.883 3.405
C 0.460 -0.183 2.114
C 0.626 0.991 1.029
N 1.777 1.891 0.983
N 2.867 2.002 1.768
C 2.784 1.004 2.828
F 3.945 1.082 3.798
C 1.720 -0.136 3.141
H -1.177 -2.747 -3.133
H -0.234 1.115 0.224
H 1.762 2.618 0.202
H 1.856 -0.856 4.053
C 2.368 5.605 3.971
C 1.255 4.633 3.616
N 0.332 3.826 3.322
H 2.692 5.440 5.003
H 3.220 5.457 3.302
H 2.010 6.634 3.871
C -5.720 -2.094 -1.918
C -5.664 -2.651 -3.331
N -5.618 -3.113 -4.503
H -6.647 -2.408 -1.430
H -4.870 -2.464 -1.338
H -5.684 -1.002 -1.946
C 3.191 0.819 -4.692
C 3.263 1.975 -3.708
N 3.323 2.935 -2.892
H 3.858 0.014 -4.370
H 2.169 0.435 -4.742
H 3.495 1.156 -5.687
*
```

Calculated total energy, eV: -48358.9146
Max |F|, eV/Å: 10.1
HOMO, eV: -12.99
Kohn-Sham gap, eV: 6.23

Results of the Löwdin charge analysis, in e, for atoms 1 through 2: number 1, O, carries 0.01; number 2, C, carries -0.15

---

No. 5
Density functional theory data (ωB97M-V with the def2-TZVPD basis set) for a structure of composition C15H13I2NO7OsS in a non-equilibrium geometry.

ORCA input file:
```
! wB97M-V def2-TZVPD RIJCOSX def2/J DEFGRID3
* xyz 2 5
Os 1.190 0.423 -0.443
O 0.312 -1.252 -1.145
C 0.804 -2.192 -1.832
C 2.122 -2.267 -2.344
C 2.493 -3.382 -3.113
C 3.752 -3.439 -3.643
C 4.680 -2.412 -3.450
C 4.335 -1.307 -2.704
C 3.064 -1.213 -2.124
O 2.776 -0.157 -1.386
N 4.139 -4.626 -4.454
O 3.290 -5.477 -4.593
O 5.267 -4.629 -4.888
H 0.132 -3.023 -2.062
H 1.799 -4.194 -3.295
H 5.663 -2.506 -3.892
H 5.033 -0.495 -2.545
I 2.470 2.566 0.580
C 3.152 1.422 2.277
I 2.534 -0.617 2.064
H 2.665 1.837 3.153
H 4.235 1.471 2.316
C -6.402 3.011 2.473
C -5.012 2.504 2.305
C -4.287 1.988 3.384
C -3.014 1.481 3.213
C -2.456 1.503 1.944
C -3.144 2.013 0.848
C -4.415 2.516 1.037
S -0.828 0.854 1.731
O -0.807 -0.561 1.967
O 0.153 1.629 2.456
O -0.523 1.076 0.208
H -6.761 2.918 3.495
H -7.086 2.480 1.808
H -6.473 4.058 2.168
H -4.737 1.984 4.367
H -2.459 1.073 4.048
H -2.688 2.015 -0.132
H -4.968 2.924 0.202
*
```

Calculated total energy, eV: -61069.4829
Max |F|, eV/Å: 2.6
HOMO (alpha / beta), eV: -14.20 / -14.18
ΔE to the lowest compared entry with this formula, charge and spin, kJ/mol: 19.6
Expectation value of S²: 6.03
Kohn-Sham gap (alpha / beta), eV: 5.79 / 3.60

Results of the Löwdin charge analysis, in e, for atoms 1 through 2: number 1, Os, carries 1.42; number 2, O, carries -0.14

---

No. 6
Density functional theory data (ωB97M-V with the def2-TZVPD basis set) for a structure of composition C15H13N4O2ReS in a non-equilibrium geometry.

ORCA input file:
```
! wB97M-V def2-TZVPD RIJCOSX def2/J DEFGRID3
* xyz 1 2
Re -0.124 1.314 0.125
S 3.759 -0.617 1.287
C 3.885 -0.299 -0.390
C 2.750 0.239 -0.915
C 1.747 0.414 0.069
C 2.153 -0.028 1.322
C 1.216 -0.014 2.427
C 1.457 -0.429 3.728
C 0.419 -0.413 4.643
C -0.843 0.003 4.234
C -1.010 0.428 2.934
N -0.005 0.438 2.050
H 4.804 -0.524 -0.908
H 2.638 0.493 -1.959
H 2.449 -0.760 4.003
H 0.583 -0.720 5.667
H -1.685 0.002 4.911
H -1.973 0.764 2.571
C -3.725 0.913 -0.973
C -2.579 -0.072 -1.194
C -3.050 -1.516 -1.089
O -1.565 0.161 -0.223
H -4.419 0.864 -1.810
H -3.344 1.935 -0.902
H -4.261 0.667 -0.055
H -2.161 0.089 -2.194
H -3.337 -1.740 -0.060
H -2.263 -2.203 -1.396
H -3.915 -1.656 -1.734
O 0.670 3.188 -0.171
N 0.093 2.692 -1.253
C -0.017 3.268 -2.400
C -0.730 2.535 -3.400
N -1.330 1.910 -4.154
C 0.532 4.557 -2.670
N 0.993 5.589 -2.869
*
```

Calculated total energy, eV: -38776.4313
Max |F|, eV/Å: 2.2
HOMO (alpha / beta), eV: -12.27 / -12.33
Expectation value of S²: 0.76
Kohn-Sham gap (alpha / beta), eV: 6.77 / 7.16

Results of the Löwdin charge analysis, in e, for atoms 1 through 2: number 1, Re, carries 1.66; number 2, S, carries 1.12

---

No. 7
Density functional theory data (ωB97M-V with the def2-TZVPD basis set) for a structure of composition C15H13N5O2RhS2.

ORCA input file:
```
! wB97M-V def2-TZVPD RIJCOSX def2/J DEFGRID3
* xyz 1 1
Rh 1.118 -0.236 -1.597
N -1.883 0.772 1.104
C -1.430 1.687 2.092
C -2.190 1.887 3.230
C -1.738 2.748 4.220
C -0.517 3.385 4.074
C 0.248 3.170 2.935
C -0.217 2.335 1.933
S 0.750 2.192 0.460
N 0.037 0.789 -0.231
C -1.101 0.292 0.124
C -1.531 -0.919 -0.628
C -2.718 -1.594 -0.411
C -3.002 -2.721 -1.169
C -2.088 -3.145 -2.116
C -0.917 -2.424 -2.273
N -0.647 -1.337 -1.555
H -2.757 0.315 1.294
H -3.136 1.370 3.347
H -2.339 2.910 5.103
H -0.151 4.051 4.843
H 1.205 3.665 2.823
H -3.429 -1.269 0.334
H -3.926 -3.260 -1.013
H -2.264 -4.020 -2.723
H -0.168 -2.727 -2.991
N 2.356 -1.288 -2.892
C 3.709 -0.650 -2.872
C 3.687 0.739 -2.239
O 4.641 1.458 -2.309
O 2.573 1.044 -1.591
H 2.418 -2.221 -2.496
H 2.026 -1.376 -3.847
H 4.105 -0.562 -3.881
H 4.391 -1.276 -2.301
S 1.491 -1.036 2.497
C 1.627 -1.261 0.950
N 1.766 -1.485 -0.226
*
```

Calculated total energy, eV: -51984.9447
Max |F|, eV/Å: 0.3
HOMO, eV: -10.94
ΔE to the lowest compared entry with this formula, charge and spin, kJ/mol: 0.0
Kohn-Sham gap, eV: 6.11

Results of the Löwdin charge analysis, in e, for atoms 1 through 2: number 1, Rh, carries 1.15; number 2, N, carries 0.16

---

No. 8
Density functional theory data (ωB97M-V with the def2-TZVPD basis set) for a structure of composition C15H13N6O6RhS.

ORCA input file:
```
! wB97M-V def2-TZVPD RIJCOSX def2/J DEFGRID3
* xyz 0 1
Rh 0.583 1.275 0.195
N 3.918 -1.429 0.331
C 2.765 -0.745 0.287
S 2.860 0.988 0.137
N 1.658 -1.455 0.366
N 0.553 -0.677 0.317
C -0.609 -1.229 0.339
C -1.761 -0.334 0.326
C -3.074 -0.772 0.365
C -4.092 0.170 0.373
C -3.774 1.517 0.347
C -2.439 1.886 0.307
N -1.465 0.983 0.291
H 4.792 -0.947 0.230
H 3.894 -2.433 0.320
H -0.712 -2.307 0.375
H -3.289 -1.832 0.387
H -5.125 -0.149 0.401
H -4.541 2.278 0.355
H -2.112 2.919 0.285
O 0.989 5.103 -1.214
C 0.838 3.910 -1.053
O 0.378 3.321 0.001
C 1.113 2.963 -2.212
C 2.197 3.191 -3.050
C 2.519 2.236 -3.994
C 1.808 1.061 -4.161
C 0.718 0.884 -3.337
C 0.350 1.814 -2.380
N -0.065 -0.363 -3.443
O 0.292 -1.184 -4.258
O -0.974 -0.520 -2.649
N 3.702 2.457 -4.857
O 3.962 1.598 -5.674
O 4.335 3.475 -4.685
H 2.789 4.088 -2.944
H 2.096 0.325 -4.894
H -0.536 1.633 -1.784
C 0.618 1.413 2.205
H -0.079 2.219 2.432
H 1.621 1.674 2.525
H 0.299 0.477 2.664
*
```

Calculated total energy, eV: -50830.5561
Max |F|, eV/Å: 0.6
HOMO, eV: -8.52
ΔE to the lowest compared entry with this formula, charge and spin, kJ/mol: 9.9
Kohn-Sham gap, eV: 7.17

Results of the Löwdin charge analysis, in e, for atoms 1 through 2: number 1, Rh, carries 0.79; number 2, N, carries 0.09